# C21H25N5O4

A single C21H25N5O4 molecule (the ωB97M-V functional and the def2-TZVPD basis, the OMol25 dataset).

Last columns: bonded neighbours and bond lengths (Å).
Element x y z (Å)
1 C -3.0904 -1.8873 2.6024  C2 1.522, H31 1.088, H32 1.088, H33 1.086
2 C -4.1369 -0.7922 2.7492  C1 1.522, O3 1.428, H34 1.093, H35 1.095
3 O -4.1450 0.0366 1.5862  C2 1.428, C4 1.334
4 C -5.0375 -0.2522 0.6374  O3 1.334, O5 1.199, C6 1.523
5 O -5.9282 -1.0480 0.7466  C4 1.199
6 C -4.8291 0.6262 -0.5887  C4 1.523, N7 1.450, H36 1.093, H37 1.094
7 N -3.4240 0.9281 -0.7835  C6 1.450, C8 1.405, C29 1.386
8 C -2.5835 -0.1971 -0.8299  N7 1.405, O9 1.220, C10 1.417
9 O -3.0443 -1.3240 -0.7567  C8 1.220
10 C -1.2274 0.1874 -0.9714  C8 1.417, C11 1.386, N14 1.387
11 C -0.8271 1.5116 -1.0543  C10 1.386, N12 1.351, N27 1.360
12 N 0.5108 1.6149 -1.2101  C11 1.351, C13 1.332
13 C 0.9411 0.3543 -1.2242  N12 1.332, N14 1.353, N19 1.349
14 N -0.0563 -0.5484 -1.0773  C10 1.387, C13 1.353, C15 1.437
15 C 0.1122 -1.9753 -1.0466  N14 1.437, C16 1.529, H38 1.098, H39 1.093
16 C 1.4079 -2.3222 -1.7815  C15 1.529, C17 1.523, C18 1.533, H40 1.095
17 C 1.7478 -3.7988 -1.6246  C16 1.523, H41 1.088, H42 1.087, H43 1.087
18 C 2.5317 -1.4347 -1.2356  C16 1.533, N19 1.449, H44 1.100, H45 1.093
19 N 2.2146 -0.0360 -1.4397  C13 1.349, C18 1.449, C20 1.451
20 C 3.2837 0.9373 -1.3111  N19 1.451, C21 1.508, H46 1.094, H47 1.091
21 C 3.8190 0.9896 0.0976  C20 1.508, C22 1.388, C26 1.390
22 C 5.0414 0.4195 0.4247  C21 1.388, C23 1.385, H48 1.081
23 C 5.4959 0.4369 1.7325  C22 1.385, C24 1.384, H49 1.080
24 C 4.7266 1.0168 2.7261  C23 1.384, C25 1.385, H50 1.080
25 C 3.5030 1.5834 2.4078  C24 1.385, C26 1.383, H51 1.080
26 C 3.0518 1.5709 1.1006  C21 1.390, C25 1.383, H52 1.080
27 N -1.7188 2.5353 -0.9824  C11 1.360, C28 1.446, C29 1.378
28 C -1.2585 3.9042 -1.0563  N27 1.446, H53 1.091, H54 1.089, H55 1.088
29 C -3.0611 2.2651 -0.8294  N7 1.386, N27 1.378, O30 1.214
30 O -3.8850 3.1539 -0.7568  C29 1.214
31 H -3.2861 -2.4542 1.6951  C1 1.088
32 H -2.0967 -1.4508 2.5301  C1 1.088
33 H -3.1281 -2.5532 3.4598  C1 1.086
34 H -3.9071 -0.1288 3.5867  C2 1.093
35 H -5.1332 -1.2265 2.8783  C2 1.095
36 H -5.2323 0.0950 -1.4553  C6 1.093
37 H -5.3567 1.5749 -0.4566  C6 1.094
38 H 0.1596 -2.3205 -0.0057  C15 1.098
39 H -0.7591 -2.4401 -1.5138  C15 1.093
40 H 1.2771 -2.0879 -2.8432  C16 1.095
41 H 1.9113 -4.0434 -0.5775  C17 1.088
42 H 0.9335 -4.4139 -1.9979  C17 1.087
43 H 2.6488 -4.0442 -2.1807  C17 1.087
44 H 2.6949 -1.6516 -0.1696  C18 1.100
45 H 3.4638 -1.6422 -1.7681  C18 1.093
46 H 4.0761 0.6640 -2.0142  C20 1.094
47 H 2.8588 1.9020 -1.5933  C20 1.091
48 H 5.6455 -0.0344 -0.3485  C22 1.081
49 H 6.4511 -0.0048 1.9757  C23 1.080
50 H 5.0802 1.0292 3.7463  C24 1.080
51 H 2.9016 2.0388 3.1807  C25 1.080
52 H 2.1008 2.0129 0.8426  C26 1.080
53 H -0.6878 4.1560 -0.1617  C28 1.091
54 H -0.6173 4.0203 -1.9289  C28 1.089
55 H -2.1328 4.5474 -1.1315  C28 1.088

Properties
SMILES: CCOC(=O)Cn1c(=O)c2c(nc3n2C[C@H](C)CN3Cc2ccccc2)n(C)c1=O
Highest occupied orbital energy in eV: -7.71
Orbital gap in eV: 8.24
Charge: 0
Electronic energy in hartree: -1390.08097
LUMO in eV: 0.53